38
Properties=species:S:1:pos:R:3 method="wB97M-V/def2-TZVPD" e_homo_ev=-10.48 lumo_ha=-0.0662
O 2.269 -2.241 2.354
P 1.523 -1.123 1.751
N 0.341 -1.527 0.611
C -1.002 -1.850 0.948
O -1.610 -2.745 0.467
O -1.572 -1.095 1.938
I -1.600 0.882 1.723
H 2.274 -0.226 0.987
H 0.843 -0.322 2.674
H 0.381 -1.002 -0.256
C -5.744 -3.584 -0.100
C -4.842 -2.378 -0.202
O -5.525 -1.263 -0.838
C -6.302 -0.533 -0.058
O -6.517 -0.670 1.113
C -6.908 0.639 -0.875
F -7.368 0.233 -2.063
F -5.960 1.568 -1.092
F -7.906 1.209 -0.207
H -6.118 -3.867 -1.083
H -5.177 -4.420 0.311
H -6.591 -3.386 0.556
H -3.984 -2.567 -0.842
H -4.481 -2.056 0.773
C 7.768 1.547 -0.442
C 7.126 2.827 -0.922
O 5.730 2.612 -1.264
C 4.876 2.622 -0.256
O 5.100 2.797 0.907
C 3.435 2.404 -0.790
F 3.379 1.406 -1.678
F 2.990 3.520 -1.379
F 2.614 2.105 0.221
H 7.665 0.762 -1.192
H 8.830 1.719 -0.266
H 7.317 1.207 0.489
H 7.570 3.184 -1.847
H 7.179 3.614 -0.171



119
Properties=species:S:1:pos:R:3 method="wB97M-V/def2-TZVPD" total_charge=+1 e_homo_ev=-10.48 lumo_ha=-0.1263
N -0.515 1.370 4.033
C -0.394 1.297 2.632
O 0.666 1.127 2.099
C -1.661 1.438 1.794
C -2.340 0.057 1.581
C -3.318 -0.231 2.656
N -2.949 -0.669 3.846
C -4.073 -0.795 4.551
N -4.130 -1.211 5.823
S -2.737 -1.562 6.745
N -5.144 -0.442 3.826
C -6.506 -0.397 4.310
C -6.696 0.640 5.421
O -7.390 0.460 6.358
Cl -5.801 2.125 5.155
N -4.666 -0.081 2.568
B -5.501 0.384 1.420
O -4.901 1.218 0.534
O -6.808 0.024 1.316
H -0.479 0.470 4.495
H -1.332 1.885 4.330
H -2.337 2.142 2.291
H -1.383 1.858 0.830
H -1.558 -0.700 1.671
H -2.787 0.028 0.595
H -5.025 -1.314 6.279
H -2.493 -2.772 6.218
H -6.773 -1.378 4.711
H -7.203 -0.159 3.512
H -4.850 0.854 -0.358
H -7.030 -0.889 1.527
N -0.149 -1.954 -0.325
C -0.189 -2.601 -1.490
C 0.453 -3.808 -1.715
C 1.192 -4.367 -0.684
C 1.255 -3.699 0.527
C 0.565 -2.503 0.655
H -0.768 -2.130 -2.277
H 0.381 -4.295 -2.678
H 1.707 -5.308 -0.822
H 1.822 -4.095 1.358
H 0.594 -1.951 1.590
N -2.136 -7.260 -0.388
C -1.693 -6.391 -1.296
C -1.960 -6.497 -2.653
C -2.724 -7.566 -3.095
C -3.188 -8.480 -2.164
C -2.869 -8.281 -0.828
H -1.095 -5.575 -0.910
H -1.576 -5.762 -3.347
H -2.951 -7.696 -4.146
H -3.781 -9.331 -2.468
H -3.215 -8.976 -0.071
N 3.503 1.954 5.259
C 4.741 2.428 5.398
C 5.648 2.532 4.354
C 5.253 2.116 3.091
C 3.971 1.619 2.933
C 3.136 1.560 4.038
H 5.015 2.746 6.399
H 6.638 2.934 4.529
H 5.913 2.176 2.235
H 3.620 1.287 1.964
H 2.126 1.187 3.945
N 4.003 7.528 5.045
C 4.049 6.204 5.182
C 3.070 5.462 5.827
C 1.983 6.135 6.360
C 1.920 7.513 6.228
C 2.953 8.159 5.563
H 4.915 5.712 4.751
H 3.155 4.388 5.903
H 1.198 5.593 6.873
H 1.092 8.080 6.632
H 2.939 9.236 5.439
N 5.976 1.745 -0.036
C 5.492 2.438 -1.065
C 5.932 2.279 -2.370
C 6.930 1.351 -2.619
C 7.445 0.623 -1.557
C 6.935 0.855 -0.289
H 4.718 3.155 -0.831
H 5.498 2.874 -3.162
H 7.304 1.198 -3.624
H 8.226 -0.110 -1.705
H 7.311 0.304 0.567
N 3.407 5.020 -1.615
C 2.775 5.751 -2.532
C 1.531 6.331 -2.335
C 0.905 6.146 -1.114
C 1.548 5.391 -0.146
C 2.790 4.852 -0.445
H 3.294 5.878 -3.476
H 1.069 6.908 -3.122
H -0.066 6.583 -0.921
H 1.102 5.220 0.824
H 3.316 4.258 0.296
N 0.297 4.869 -5.110
C -0.185 5.533 -6.159
C 0.268 5.352 -7.457
C 1.280 4.432 -7.679
C 1.793 3.734 -6.598
C 1.268 3.987 -5.339
H -0.972 6.248 -5.946
H -0.162 5.920 -8.270
H 1.663 4.263 -8.678
H 2.584 3.007 -6.723
H 1.644 3.460 -4.468
N -3.386 -9.873 -5.881
C -2.887 -10.788 -6.709
C -3.482 -11.142 -7.910
C -4.664 -10.516 -8.272
C -5.198 -9.562 -7.420
C -4.522 -9.278 -6.244
H -1.963 -11.260 -6.392
H -3.029 -11.892 -8.544
H -5.160 -10.766 -9.201
H -6.118 -9.048 -7.660
H -4.911 -8.535 -5.554



9
Properties=species:S:1:pos:R:3 method="wB97M-V/def2-TZVPD" e_above_lowest_kcal_mol=110.19 e_homo_ev="-10.10 / -10.10" lumo_ha="-0.0510 / -0.0510"
C 0.592 -0.162 -0.775
C 0.602 0.034 0.745
C -0.502 0.506 -0.122
F -1.260 1.515 -0.079
F -2.139 -1.266 0.295
H 1.158 0.399 -1.470
H 0.258 -1.054 -1.101
H 0.079 -0.777 1.342
H 1.212 0.805 1.164



65
Properties=species:S:1:pos:R:3 method="wB97M-V/def2-TZVPD" e_above_lowest_kcal_mol=76.97 total_charge=+1 e_homo_ev=-11.39 lumo_ha=-0.1864
Tl 1.513 -0.278 -0.633
F -0.261 7.131 1.622
C -0.356 6.080 0.828
C 0.635 5.803 -0.032
F 1.649 6.651 -0.180
C 0.802 4.476 -0.722
F 1.971 4.430 -1.378
C -0.442 2.945 -0.228
S -0.973 1.423 0.028
C -1.970 4.428 0.028
F -3.128 3.813 0.171
C -1.565 5.297 0.977
F -2.214 5.392 2.127
O -1.614 4.675 -1.277
C -0.446 3.878 -1.459
O 0.732 3.402 0.237
C -0.321 3.249 -2.795
C 0.725 2.362 -3.000
C 0.760 1.611 -4.152
C -0.186 1.756 -5.151
C -1.207 2.653 -4.921
C -1.315 3.384 -3.755
N -2.261 2.800 -5.952
O -2.105 2.185 -6.981
O -3.177 3.547 -5.696
N 1.787 0.568 -4.289
O 1.879 0.007 -5.348
O 2.429 0.275 -3.288
H 1.511 2.238 -2.264
H -0.155 1.174 -6.060
H -2.164 4.035 -3.610
F 3.669 -7.332 -4.222
C 3.076 -6.600 -3.270
C 3.854 -5.798 -2.462
C 3.227 -5.042 -1.481
C 1.843 -5.092 -1.321
C 1.087 -5.920 -2.149
C 1.702 -6.680 -3.133
Sb 0.945 -3.869 0.180
C -0.635 -5.142 0.857
C -1.790 -5.361 0.108
C -2.771 -6.228 0.565
C -2.580 -6.867 1.774
F -3.526 -7.705 2.215
C -1.453 -6.668 2.544
C -0.481 -5.796 2.078
C -0.303 -2.778 -1.236
C 0.038 -2.662 -2.587
C -0.719 -1.870 -3.445
C -1.806 -1.186 -2.936
F -2.527 -0.402 -3.763
C -2.178 -1.278 -1.611
C -1.414 -2.068 -0.766
H 4.926 -5.775 -2.601
H 3.833 -4.415 -0.838
H 0.013 -5.984 -2.028
H 1.137 -7.332 -3.784
H -1.939 -4.853 -0.837
H -3.674 -6.413 -0.001
H -1.348 -7.185 3.487
H 0.404 -5.632 2.681
H 0.882 -3.216 -2.984
H -0.493 -1.813 -4.501
H -3.047 -0.740 -1.259
H -1.713 -2.156 0.273



6
Properties=species:S:1:pos:R:3 method="wB97M-V/def2-TZVPD" e_above_lowest_kcal_mol=4.79 e_homo_ev=-9.51 lumo_ha=-0.0659
C 1.055 0.574 1.744
O 1.862 1.459 1.764
I -1.090 1.079 1.796
I -0.381 -1.834 -3.607
I -2.806 -0.801 -3.230
H 1.361 -0.477 1.533



13
Properties=species:S:1:pos:R:3 method="wB97M-V/def2-TZVPD" e_above_lowest_kcal_mol=52.47 e_homo_ev=-6.94 lumo_ha=0.0356
C -0.438 0.653 0.562
N -0.473 1.845 1.302
N 1.659 -0.725 -1.916
C 0.953 -0.606 -0.765
N 0.589 0.555 -0.346
N -2.162 -1.106 1.018
C -1.123 -0.448 0.928
H 0.060 2.567 0.836
H -1.407 2.141 1.551
H 2.085 0.116 -2.272
H 2.127 -1.594 -2.111
H -2.149 -1.920 1.632
H 0.278 -1.476 -0.419



Electronic energy / eV: -59061.066, -101173.206, -8605.336, -91445.729, -27402.255, -9166.581
Largest force on an atom / eV/A: 0.762, 0.832, 3.570, 2.629, 2.136, 2.885